Below is a single C8H9ClO3 molecule in a non-equilibrium geometry, with properties calculated with the ωB97M-V functional and the def2-TZVPD basis.

Each line ends with the Löwdin charge.
Atoms and positions in Å:
C 2.825 -0.397 0.236  -0.308
H 3.527 0.527 0.300  0.121
H -0.263 -1.349 2.617  0.098
C -0.935 0.986 -1.788  -0.098
H -1.135 -1.124 -2.028  0.146
Cl 2.208 1.342 -1.620  0.782
H -1.195 1.518 -2.680  0.106
C -0.970 1.548 -0.596  -0.020
C 1.869 -0.149 -0.838  -0.644
C 0.715 -0.756 -1.058  -0.136
O -1.035 0.149 1.318  -0.033
O 2.839 -1.330 1.016  0.058
H -1.356 2.575 -0.588  0.133
C -0.646 -0.305 2.580  -0.083
H 0.365 -1.773 -0.553  0.180
C -0.332 1.101 0.653  -0.511
H -1.511 -0.341 3.338  0.112
O 0.636 1.638 1.134  0.098
H 0.085 0.330 3.099  0.091
H 0.274 -0.355 -2.978  0.096
C -0.283 -0.359 -2.084  -0.187

Results
SMILES: COC(=O)/C=C\C/C=C(\Cl)C=O
HOMO energy: -9.85 eV
Gap between HOMO and LUMO: 9.619 eV
M: 188.610 g/mol


Below is 2 unconnected molecules or ions with the total composition C8H9F2PS in a non-equilibrium geometry, with properties calculated with the ωB97M-V functional and the def2-TZVPD basis.

Each line ends with the Löwdin charge.
Atoms and positions in Å:
F -0.673 2.373 -2.746  0.069
S -2.017 0.069 -2.229  0.951
H 2.574 -0.535 -0.476  0.096
C -1.631 1.808 -2.064  -0.735
C -0.710 -0.576 -1.126  -0.534
H -1.036 3.592 0.402  -0.153
C 2.197 -1.476 1.928  -0.011
C 0.670 -0.169 -1.258  -0.099
H 3.015 -1.823 1.419  0.040
H -2.233 2.313 1.094  -0.301
H 0.888 0.286 -2.205  0.097
C -0.249 -1.461 1.045  -0.082
C -1.182 -1.223 0.034  -0.132
H -0.559 -2.034 1.941  0.125
F -2.737 2.585 -2.066  -0.008
P -1.010 2.145 0.759  0.741
H 2.497 -0.467 2.315  0.105
H 1.775 -2.104 2.630  0.044
H -2.197 -1.599 -0.005  0.099
C 1.553 -0.546 -0.282  -0.056
C 1.064 -1.156 0.890  -0.256

Results
HOMO energy (spin up / spin down): -8.22 / -8.30 eV
Gap between HOMO and LUMO (spin up / spin down): 7.526 / 8.117 eV
M: 206.197 g/mol


Below is 2 unconnected molecules or ions with the total composition C8H9F4N3O6S in a non-equilibrium geometry, with properties calculated with the ωB97M-V functional and the def2-TZVPD basis.

Each line ends with the Löwdin charge.
Atoms and positions in Å:
C -1.009 3.212 0.678  -0.740
H 0.795 2.050 -1.517  0.141
H 1.425 -2.583 -0.364  0.195
H -1.666 -0.045 0.278  0.158
F -1.478 3.926 -0.337  0.186
H -2.527 -0.925 -2.238  -0.131
F -1.980 2.454 1.194  0.176
C 1.254 -0.493 -0.791  -0.083
F -0.671 4.084 1.635  0.168
C 0.203 0.303 -0.545  -0.145
O 3.493 0.040 1.172  0.185
H -0.604 -3.512 1.257  0.119
C -0.015 1.759 -0.845  -0.044
O -1.941 -1.551 2.933  -0.319
S -2.505 -2.171 1.775  0.679
O 0.093 2.505 0.380  0.064
N -0.769 -0.452 0.038  0.182
O 2.978 -0.760 -2.385  0.147
H 4.136 1.099 -1.385  0.167
F 3.229 2.200 1.013  0.150
C 2.538 -0.138 -1.449  -0.364
O -3.424 -1.357 1.041  -0.318
H -3.185 -3.302 2.139  0.092
N 0.876 -1.738 -0.338  0.235
C -1.197 -2.777 0.699  -0.136
H -0.994 1.813 -1.333  0.141
H -1.652 -3.315 -0.147  0.130
C -0.347 -1.684 0.146  -0.284
O -1.614 -0.619 -2.224  -0.444
N 3.227 0.989 -0.947  0.184
C 3.332 0.989 0.468  -0.491

Results
HOMO energy: -6.83 eV
Gap between HOMO and LUMO: 6.582 eV
M: 351.234 g/mol


Below is a single C8H9F5N2S molecule in a non-equilibrium geometry, with properties calculated with the ωB97M-V functional and the def2-TZVPD basis.

Each line ends with the Löwdin charge.
Atoms and positions in Å:
C 2.600 0.234 1.446  -0.277
N -1.900 1.597 -1.409  0.071
C 2.166 -1.005 1.146  -0.019
C 0.140 2.773 -0.706  -0.028
S -2.143 -1.573 -0.997  0.989
H -0.192 3.415 -1.579  0.098
C -2.573 -1.605 0.790  -0.909
H 0.158 -2.829 -0.031  0.108
F 2.930 1.179 0.528  0.076
C -0.401 -0.857 -0.647  -0.443
F 2.645 0.871 2.676  0.063
C 0.082 0.401 -0.806  -0.102
C 1.934 -1.513 -0.268  -0.185
H 1.312 2.583 -0.894  0.127
F -1.794 -2.423 1.518  0.090
C 0.489 -1.847 -0.333  -0.086
H 0.077 3.163 0.262  0.057
H -2.671 2.045 -0.881  0.108
F -2.523 -0.354 1.348  0.060
H -2.323 0.727 -1.613  -0.017
N -0.548 1.494 -0.966  -0.224
H 2.159 -0.675 -0.893  0.086
H 1.563 -1.502 1.877  0.113
F -3.805 -1.963 0.947  0.120
H 2.617 -2.337 -0.513  0.124

Results
HOMO energy: -7.94 eV
Gap between HOMO and LUMO: 7.739 eV
M: 260.231 g/mol


Below is 2 unconnected molecules or ions with the total composition C8H9FOS in a non-equilibrium geometry, with properties calculated with the ωB97M-V functional and the def2-TZVPD basis.

Each line ends with the Löwdin charge.
Atoms and positions in Å:
C -2.101 -0.142 1.181  -0.061
F 2.954 -1.578 -0.801  0.017
O 1.271 2.359 -1.578  -0.421
C 1.712 -1.883 -1.155  -0.243
H -1.544 -0.748 -0.790  0.085
C -1.516 -0.001 -0.061  -0.119
C -0.553 1.003 -0.140  -0.465
H 0.454 2.678 0.683  0.073
C -0.817 1.709 2.098  -0.061
H -2.074 0.505 3.155  0.076
C -1.726 0.711 2.217  -0.091
C 1.421 -3.053 -1.661  0.054
H 2.128 2.118 -1.783  -0.001
C -0.205 1.913 0.853  -0.058
H 2.124 -3.763 -1.873  0.040
H 0.438 -3.212 -1.818  0.020
S 0.183 1.139 -1.812  0.939
H -2.683 -1.003 1.352  0.095
H -0.485 2.341 2.830  0.083
H 1.020 -1.095 -0.896  0.038

Results
SMILES: OSc1ccccc1.C=CF
HOMO energy: -8.28 eV
Gap between HOMO and LUMO: 8.814 eV
M: 172.224 g/mol


Below is a molecular structure, C8H9I2IrNO6SSm in a non-equilibrium geometry, with properties calculated with the ωB97M-V functional and the def2-TZVPD basis.

Each line ends with the Löwdin charge.
Atoms and positions in Å:
Ir -0.049 1.366 1.552  0.700
O 0.429 -0.791 4.733  0.292
H -1.043 1.336 -2.399  0.111
O -1.408 2.422 4.054  0.279
Sm -0.126 -1.308 1.491  0.557
H -1.242 -0.332 -2.947  0.132
C 0.593 0.009 -1.895  -0.789
C -0.886 0.293 -2.118  -0.058
C 1.006 -1.370 -2.423  -0.067
I 1.353 -3.602 1.242  1.007
H 0.466 -2.176 -1.920  0.068
O -2.311 -2.272 -0.385  0.359
C 1.455 1.119 -2.516  -0.074
C -1.487 2.056 0.533  -0.284
H 1.260 2.083 -2.036  0.078
H 2.520 0.892 -2.423  0.107
H -1.494 0.061 -1.243  0.028
H 1.207 1.202 -3.581  0.136
C -0.896 1.999 3.114  -0.275
C -1.158 -1.940 2.947  -0.222
S 1.122 0.024 -0.092  0.655
C -1.488 -1.884 0.320  -0.255
O -1.749 -2.418 3.811  0.376
H 2.077 -1.543 -2.285  0.107
H 0.780 -1.416 -3.494  0.136
O 0.952 -0.028 2.730  -0.475
I 1.533 3.584 1.255  1.004
N 0.900 0.068 4.052  0.096
O -2.316 2.567 -0.080  0.272

Results
HOMO energy (spin up / spin down): -23.55 / -23.13 eV
Spin multiplicity: 10
Total charge: +4
<S²>: 24.8042
Gap between HOMO and LUMO (spin up / spin down): 5.907 / 3.823 eV
M: 843.613 g/mol